A structure of composition C18H14N6S2Sn. Source: OMol25; level of theory: wB97M-V/def2-TZVPD.

Output
Kohn-Sham gap: 6.052 eV
Net charge: +2
HOMO: -14.8 eV

Positions of all 41 atoms, in Å:
Sn1 0.719 0.571 0.299
S1 3.086 0.664 0.170
C1 2.731 2.316 -0.382
S2 1.022 2.777 -0.529
C2 3.719 3.178 -0.688
C3 3.394 4.496 -1.144
N1 3.053 5.537 -1.487
C4 5.084 2.771 -0.548
N2 6.155 2.390 -0.381
C5 -3.649 0.422 -3.336
C6 -2.260 0.467 -3.352
C7 -1.567 0.452 -2.157
C8 -2.273 0.392 -0.954
C9 -3.671 0.346 -0.932
C10 -4.350 0.360 -2.132
N3 -1.520 0.396 0.237
N4 -2.106 0.363 1.332
C11 -1.275 0.392 2.477
C12 -1.867 0.393 3.719
C13 -1.040 0.442 4.839
C14 0.336 0.487 4.676
C15 0.862 0.484 3.396
N5 0.060 0.433 2.323
H1 -4.195 0.440 -4.270
H2 -1.726 0.524 -4.289
H3 -0.483 0.510 -2.180
H4 -4.201 0.305 0.008
H5 -5.430 0.329 -2.137
H6 -2.945 0.362 3.793
H7 -1.473 0.448 5.830
H8 1.004 0.530 5.524
H9 1.928 0.530 3.208
C16 2.288 -4.347 -1.458
C17 0.813 -3.965 -1.248
C18 0.679 -2.630 -0.693
N6 0.608 -1.574 -0.246
H10 2.322 -5.348 -1.879
H11 2.830 -4.352 -0.515
H12 2.776 -3.665 -2.151
H13 0.308 -4.648 -0.560
H14 0.252 -3.974 -2.186

A structure of composition C18H15B3BrF12Mn2N3O6 in a non-equilibrium geometry. Source: OMol25; level of theory: wB97M-V/def2-TZVPD.

Output
Kohn-Sham gap (spin up / spin down): 6.318 / 6.105 eV
HOMO (spin up / spin down): -8.5 / -8.5 eV
Spin multiplicity: 11

Positions of all 60 atoms, in Å:
Mn1 1.996 -0.315 1.476
Mn2 -0.864 -0.951 -2.731
Br1 0.757 -2.851 -3.137
B1 3.191 2.032 0.869
F1 4.068 2.561 -0.009
F2 2.709 2.980 1.761
F3 2.057 1.422 0.196
F4 3.692 0.911 1.650
B2 -0.454 -0.291 -0.498
F5 0.529 0.086 -1.500
F6 -0.021 0.132 0.775
F7 -1.604 0.369 -0.940
F8 -0.586 -1.658 -0.640
B3 -3.156 -1.498 -3.218
F9 -2.837 -0.071 -3.147
F10 -2.649 -2.031 -2.010
F11 -4.497 -1.691 -3.425
F12 -2.370 -2.006 -4.269
C1 -3.147 -5.166 0.699
C2 -3.251 -3.804 0.950
C3 -2.200 -3.120 1.520
C4 -1.074 -3.835 1.903
C5 -0.970 -5.184 1.693
C6 -2.015 -5.870 1.100
N1 0.078 -3.148 2.424
O1 0.251 -1.987 2.000
O2 0.842 -3.714 3.147
H1 -3.939 -5.695 0.186
H2 -4.086 -3.258 0.533
H3 -2.184 -2.042 1.598
H4 -0.132 -5.744 2.093
H5 -1.938 -6.935 0.939
C7 1.883 3.348 -3.796
C8 2.055 2.478 -2.732
C9 2.759 1.306 -2.968
C10 3.211 1.009 -4.245
C11 3.069 1.889 -5.290
C12 2.391 3.076 -5.064
N2 3.670 -0.361 -4.509
O3 3.902 -0.647 -5.663
O4 3.669 -1.144 -3.588
H6 1.418 4.315 -3.630
H7 1.650 2.669 -1.749
H8 2.975 0.651 -2.134
H9 3.376 1.575 -6.276
H10 2.234 3.804 -5.846
C13 -2.438 3.994 3.767
C14 -1.681 3.632 2.665
C15 -0.670 2.713 2.791
C16 -0.422 2.167 4.039
C17 -1.140 2.558 5.156
C18 -2.121 3.516 5.027
N3 0.573 1.122 4.194
O5 1.007 0.854 5.274
O6 0.930 0.549 3.157
H11 -3.132 4.825 3.719
H12 -1.883 4.025 1.678
H13 -0.046 2.405 1.963
H14 -0.832 2.209 6.134
H15 -2.606 3.840 5.936

A structure of composition C18H15BrNO3RuS in a non-equilibrium geometry. Source: OMol25; level of theory: wB97M-V/def2-TZVPD.

Output
Kohn-Sham gap (spin up / spin down): 4.756 / 4.654 eV
Net charge: +1
HOMO (spin up / spin down): -11.6 / -11.6 eV

Positions of all 40 atoms, in Å:
Ru1 -0.053 -0.591 0.058
C1 -2.095 -3.151 0.462
C2 -2.560 -2.289 -0.660
C3 -3.643 -2.707 -1.455
C4 -4.068 -1.946 -2.504
C5 -3.409 -0.734 -2.788
C6 -3.764 0.093 -3.874
C7 -3.106 1.276 -4.105
C8 -2.059 1.669 -3.267
C9 -1.658 0.861 -2.214
S1 -0.286 1.295 -1.230
C10 -2.331 -0.358 -1.941
N1 -1.939 -1.145 -0.904
H1 -2.687 -4.060 0.529
H2 -2.176 -2.611 1.408
H3 -1.046 -3.417 0.302
H4 -4.119 -3.645 -1.231
H5 -4.894 -2.259 -3.125
H6 -4.559 -0.238 -4.524
H7 -3.387 1.902 -4.938
H8 -1.533 2.594 -3.449
Br1 6.513 -2.636 2.291
C11 5.002 -1.634 1.742
C12 4.410 -0.725 2.609
C13 3.278 -0.036 2.207
C14 2.706 -0.273 0.961
C15 3.330 -1.171 0.107
C16 4.492 -1.829 0.463
C17 2.706 -1.535 -1.283
O1 3.490 -1.759 -2.168
O2 1.455 -1.590 -1.246
H9 4.837 -0.557 3.587
H10 2.836 0.688 2.875
H11 1.814 0.318 0.638
H12 4.985 -2.476 -0.247
C18 0.529 -2.313 2.716
O3 -0.034 -1.552 1.740
H13 1.453 -1.840 3.089
H14 0.774 -3.318 2.335
H15 -0.169 -2.404 3.566

A structure of composition C18H15CaN4S. Source: OMol25; level of theory: wB97M-V/def2-TZVPD.

Output
Kohn-Sham gap: 6.958 eV
Net charge: +1
HOMO: -10.6 eV

Positions of all 39 atoms, in Å:
Ca1 0.318 -1.329 0.294
C1 3.003 -2.683 -1.402
C2 2.838 -1.300 -1.963
C3 3.611 -0.843 -3.017
C4 3.396 0.434 -3.495
C5 2.411 1.217 -2.916
C6 1.667 0.691 -1.873
N1 1.888 -0.541 -1.395
C7 0.585 1.498 -1.209
C8 0.209 2.755 -1.652
C9 -0.784 3.430 -0.962
C10 -1.384 2.848 0.138
C11 -0.978 1.577 0.518
N2 -0.005 0.941 -0.144
C12 -1.596 0.842 1.675
C13 -2.692 1.342 2.354
C14 -3.236 0.590 3.378
C15 -2.678 -0.631 3.696
C16 -1.572 -1.068 2.984
C17 -0.942 -2.404 3.239
N3 -1.039 -0.335 2.001
H1 3.802 -3.228 -1.901
H2 2.093 -3.274 -1.537
H3 3.264 -2.657 -0.341
H4 4.364 -1.487 -3.449
H5 3.988 0.822 -4.313
H6 2.231 2.217 -3.277
H7 0.664 3.212 -2.517
H8 -1.093 4.414 -1.287
H9 -2.160 3.373 0.673
H10 -3.139 2.283 2.075
H11 -4.101 0.954 3.916
H12 -3.092 -1.248 4.481
H13 -1.300 -2.849 4.166
H14 0.144 -2.327 3.333
H15 -1.193 -3.108 2.439
S1 -3.684 -0.497 -1.016
C18 -2.387 -1.480 -0.914
N4 -1.424 -2.152 -0.781

The molecule C18H15Cl2N3O3S in a non-equilibrium geometry. Source: OMol25; level of theory: wB97M-V/def2-TZVPD.

Output
Kohn-Sham gap: 9.384 eV
HOMO: -9.1 eV
SMILES: O=S(=O)(c1ccccc1Cl)N1CCC[C@@H]1c1nc(-c2ccc(Cl)cc2)no1

Positions of all 42 atoms, in Å:
O1 4.445 -0.521 0.724
S1 3.069 -0.148 0.866
O2 2.513 -0.021 2.180
N1 2.115 -1.212 -0.016
C1 0.947 -1.754 0.660
C2 -0.294 -1.117 0.145
N2 -1.395 -0.903 0.790
C3 -2.203 -0.317 -0.148
N3 -1.608 -0.188 -1.306
O3 -0.365 -0.710 -1.130
C4 -3.560 0.105 0.129
C5 -4.088 -0.069 1.407
C6 -5.382 0.328 1.683
C7 -6.147 0.901 0.677
C8 -5.632 1.081 -0.600
C9 -4.339 0.683 -0.872
H1 -3.916 0.812 -1.856
H2 -6.243 1.529 -1.368
Cl1 -7.764 1.398 1.018
H3 -5.798 0.197 2.669
H4 -3.472 -0.516 2.170
H5 1.011 -1.531 1.730
C10 0.959 -3.275 0.387
H6 0.296 -3.505 -0.450
H7 0.631 -3.837 1.258
C11 2.410 -3.549 -0.004
H8 3.031 -3.643 0.887
C12 2.782 -2.272 -0.754
H9 2.394 -2.289 -1.779
H10 3.851 -2.067 -0.770
H11 2.519 -4.442 -0.615
C13 2.813 1.399 -0.017
C14 2.057 1.475 -1.170
C15 1.887 2.698 -1.800
C16 2.480 3.836 -1.275
C17 3.250 3.763 -0.127
C18 3.416 2.535 0.501
Cl2 4.365 2.380 1.915
H12 3.722 4.639 0.287
H13 2.346 4.788 -1.764
H14 1.291 2.759 -2.697
H15 1.606 0.580 -1.565

A structure of composition C18H15Co2N2O6 in a non-equilibrium geometry. Source: OMol25; level of theory: wB97M-V/def2-TZVPD.

Output
Kohn-Sham gap: 5.839 eV
Net charge: -1
HOMO: -3.1 eV

Positions of all 43 atoms, in Å:
C1 -1.507 -1.124 1.630
N1 -0.806 0.108 1.307
C2 -1.622 1.325 1.282
N2 0.274 -0.111 0.471
C3 1.256 0.626 0.095
H1 -2.429 -1.202 1.037
H2 -0.807 -1.914 1.376
H3 -1.777 -1.168 2.685
H4 -2.633 1.151 0.887
H5 -1.848 1.689 2.300
H6 -1.138 2.128 0.712
H7 2.292 0.189 -0.062
H8 1.101 1.656 -0.335
O1 5.950 -1.696 0.136
C4 5.516 -0.663 -0.193
Co1 4.738 0.852 -0.342
C5 3.672 0.749 -1.784
O2 3.089 0.736 -2.789
C6 4.064 1.255 1.247
O3 3.575 1.414 2.294
C7 6.426 2.305 0.499
C8 7.147 1.694 1.564
C9 6.695 1.469 2.909
C10 7.468 0.760 3.820
C11 8.769 0.334 3.510
C12 9.207 0.513 2.187
C13 8.418 1.159 1.241
C14 6.325 2.285 -0.920
C15 6.359 1.598 -2.083
Co2 5.434 3.588 -0.140
C16 4.570 4.239 1.192
O4 3.980 4.719 2.060
C17 4.557 3.825 -1.693
O5 3.941 3.958 -2.649
C18 6.431 5.023 -0.493
O6 7.021 5.967 -0.758
H9 5.747 1.899 3.241
H10 7.046 0.529 4.810
H11 9.398 -0.141 4.279
H12 10.205 0.163 1.899
H13 8.810 1.291 0.225
H14 6.166 2.139 -3.043
H15 6.652 0.538 -2.082

The molecule C18H15N3O2 in a non-equilibrium geometry. Source: OMol25; level of theory: wB97M-V/def2-TZVPD.

Output
Kohn-Sham gap: 8.313 eV
HOMO: -7.8 eV
SMILES: COc1ccc(CNc2oc(-c3ccccc3)nc2C#N)cc1

Positions of all 38 atoms, in Å:
C1 -4.304 -2.639 1.768
H1 -4.096 -3.375 0.985
O1 -4.674 -1.395 1.223
C2 -3.782 -0.735 0.440
C3 -2.510 -1.194 0.113
C4 -1.689 -0.431 -0.700
C5 -2.108 0.791 -1.201
C6 -3.379 1.248 -0.866
C7 -4.208 0.498 -0.062
H2 -5.196 0.842 0.198
H3 -3.724 2.200 -1.246
C8 -1.179 1.649 -2.021
N1 -0.432 2.578 -1.183
C9 0.608 2.140 -0.436
C10 1.256 2.716 0.650
C11 0.896 3.894 1.308
N2 0.549 4.863 1.818
N3 2.317 1.914 0.982
C12 2.297 0.929 0.146
C13 3.213 -0.184 0.094
C14 3.067 -1.187 -0.865
C15 3.955 -2.245 -0.895
C16 4.991 -2.313 0.023
C17 5.139 -1.318 0.977
C18 4.257 -0.256 1.017
H4 4.353 0.529 1.750
H5 5.947 -1.372 1.691
H6 5.683 -3.142 -0.006
H7 3.840 -3.020 -1.639
H8 2.261 -1.128 -1.581
O2 1.261 1.013 -0.757
H9 -0.976 3.309 -0.744
H10 -0.451 1.032 -2.553
H11 -1.738 2.246 -2.745
H12 -0.704 -0.802 -0.944
H13 -2.147 -2.140 0.482
H14 -3.432 -2.547 2.423
H15 -5.160 -2.969 2.354

The molecule C18H15N5O4S in a non-equilibrium geometry. Source: OMol25; level of theory: wB97M-V/def2-TZVPD.

Output
Kohn-Sham gap: 8.933 eV
HOMO: -9.4 eV
SMILES: O=C(Cc1nnc(NC(=O)c2cccc([N+](=O)[O-])c2)s1)NCc1ccccc1

Positions of all 43 atoms, in Å:
O1 -1.005 -1.135 -4.168
C1 -0.560 -0.039 -3.938
N1 0.734 0.314 -4.123
H1 1.020 1.237 -3.828
C2 1.788 -0.691 -4.082
C3 2.156 -0.905 -2.634
C4 3.137 -0.130 -2.028
C5 3.369 -0.232 -0.667
C6 2.621 -1.107 0.102
C7 1.646 -1.887 -0.498
C8 1.411 -1.784 -1.857
H2 0.637 -2.378 -2.320
H3 1.064 -2.583 0.090
H4 2.801 -1.180 1.165
H5 4.134 0.375 -0.205
H6 3.720 0.559 -2.624
H7 2.638 -0.336 -4.668
H8 1.384 -1.602 -4.525
C9 -1.420 1.101 -3.351
C10 -1.051 1.173 -1.921
N2 -1.678 0.606 -0.962
N3 -1.096 0.688 0.223
C11 0.022 1.324 0.212
N4 0.851 1.543 1.270
C12 0.672 1.203 2.599
O2 1.493 1.543 3.413
C13 -0.554 0.418 2.919
C14 -1.545 0.996 3.695
C15 -2.669 0.246 4.016
C16 -2.807 -1.069 3.594
C17 -1.800 -1.641 2.839
C18 -0.679 -0.903 2.499
H9 0.105 -1.348 1.908
H10 -1.892 -2.663 2.507
H11 -3.696 -1.619 3.863
N5 -3.715 0.851 4.809
O3 -4.639 0.146 5.148
O4 -3.603 2.025 5.084
H12 -1.462 2.013 4.047
H13 1.699 2.065 1.082
S1 0.457 1.942 -1.381
H14 -2.471 0.828 -3.437
H15 -1.220 2.040 -3.866

A structure of composition C18H16AuBiI2O4S in a non-equilibrium geometry. Source: OMol25; level of theory: wB97M-V/def2-TZVPD.

Output
Kohn-Sham gap (spin up / spin down): 5.621 / 5.038 eV
Net charge: +4
HOMO (spin up / spin down): -21.5 / -21.4 eV
Spin multiplicity: 3

Positions of all 43 atoms, in Å:
I1 -3.068 -2.536 2.148
I2 -0.049 -4.050 0.196
Au1 0.049 0.663 -1.477
Bi1 -0.757 -1.393 0.874
S1 -1.928 -0.619 -1.516
C1 -1.690 1.077 1.870
C2 0.485 0.094 3.153
C3 -3.424 0.496 -1.661
C4 -3.908 0.299 -3.097
C5 -3.049 1.943 -1.405
C6 -4.477 -0.008 -0.689
C7 2.162 0.455 -1.256
C8 0.905 2.363 -1.861
O1 1.144 0.603 3.934
O2 -2.024 1.961 2.505
O3 2.804 0.185 -2.242
O4 1.220 3.446 -2.099
H1 -4.796 0.921 -3.263
H2 -4.181 -0.750 -3.264
H3 -3.140 0.580 -3.827
H4 -3.949 2.560 -1.544
H5 -2.287 2.271 -2.120
H6 -2.682 2.077 -0.382
H7 -5.394 0.575 -0.842
H8 -4.169 0.098 0.356
H9 -4.700 -1.064 -0.879
C9 4.518 -3.000 1.885
C10 3.766 -3.108 0.697
C11 3.238 -1.976 0.083
C12 3.337 -0.707 0.683
C13 2.726 0.492 0.137
C14 2.730 1.673 0.841
C15 3.437 1.761 2.050
C16 4.129 0.672 2.538
C17 4.069 -0.599 1.916
C18 4.703 -1.750 2.457
H10 4.960 -3.892 2.341
H11 3.589 -4.092 0.257
H12 2.737 -2.086 -0.879
H13 2.214 2.545 0.444
H14 3.458 2.716 2.574
H15 4.737 0.776 3.440
H16 5.332 -1.607 3.341

A structure of composition C18H16BaI2N2O in a non-equilibrium geometry. Source: OMol25; level of theory: wB97M-V/def2-TZVPD.

Output
Kohn-Sham gap: 6.454 eV
HOMO: -6.8 eV

Positions of all 40 atoms, in Å:
Ba1 0.180 -1.022 -1.976
I1 2.019 5.651 1.487
C1 1.316 4.108 0.212
C2 2.015 3.806 -0.943
C3 1.557 2.779 -1.732
I2 2.613 2.146 -3.453
C4 0.409 2.020 -1.437
O1 0.010 1.067 -2.186
C5 -0.247 2.341 -0.219
C6 -1.379 1.437 0.175
N1 -0.845 0.103 0.473
C7 -0.009 0.111 1.657
C8 1.210 -0.775 1.614
C9 2.058 -0.763 2.725
C10 3.168 -1.584 2.744
C11 3.408 -2.393 1.642
C12 2.531 -2.320 0.577
N2 1.459 -1.534 0.557
C13 0.199 3.375 0.580
H1 2.911 4.347 -1.201
H2 -2.061 1.330 -0.674
H3 -1.924 1.857 1.035
H4 -1.622 -0.544 0.589
H5 -0.579 -0.156 2.562
H6 0.359 1.134 1.797
H7 1.838 -0.112 3.560
H8 3.828 -1.597 3.598
H9 4.255 -3.060 1.609
H10 2.686 -2.933 -0.303
H11 -0.325 3.613 1.497
C14 -3.887 -1.441 -1.292
C15 -3.430 -2.583 -0.578
C16 -2.446 -3.192 -1.305
C17 -2.234 -2.428 -2.508
C18 -3.189 -1.350 -2.462
H12 -4.691 -0.799 -0.978
H13 -3.839 -2.932 0.356
H14 -1.967 -4.136 -1.088
H15 -1.999 -2.923 -3.445
H16 -3.354 -0.650 -3.265

A structure of composition C18H16Cl5N5ORuS in a non-equilibrium geometry. Source: OMol25; level of theory: wB97M-V/def2-TZVPD.

Output
Kohn-Sham gap (spin up / spin down): 7.103 / 3.721 eV
Net charge: +4
HOMO (spin up / spin down): -18.9 / -18.8 eV
Spin multiplicity: 5

Positions of all 47 atoms, in Å:
Ru1 -0.684 0.696 0.152
Cl1 -6.470 4.187 -2.113
C1 -5.198 3.092 -1.913
C2 -4.170 3.362 -0.963
Cl2 -4.180 4.803 -0.069
C3 -3.163 2.415 -0.793
Cl3 -1.866 2.667 0.284
C4 -3.087 1.185 -1.517
O1 -2.198 0.320 -1.266
C5 -4.072 0.991 -2.554
Cl4 -3.928 -0.353 -3.565
C6 -5.124 1.918 -2.714
Cl5 -6.326 1.630 -3.874
N1 0.342 -3.284 0.297
C7 1.264 -2.956 -0.683
C8 2.229 -3.683 -1.358
C9 2.991 -2.991 -2.303
C10 2.807 -1.624 -2.556
C11 1.851 -0.893 -1.883
C12 1.079 -1.570 -0.924
N2 0.112 -1.108 -0.088
C13 -0.333 -2.175 0.631
C14 -1.377 -1.978 1.597
C15 -2.072 -2.889 2.373
S1 -3.244 -2.120 3.327
C16 -2.759 -0.609 2.653
N3 -1.791 -0.678 1.792
H1 0.206 -4.220 0.660
H2 2.388 -4.735 -1.181
H3 3.728 -3.534 -2.877
H4 3.422 -1.142 -3.301
H5 1.667 0.154 -2.089
H6 -1.947 -3.954 2.408
H7 -3.235 0.311 2.946
N4 5.020 1.440 1.792
C17 3.581 1.644 2.112
C18 2.623 1.148 1.001
N5 1.216 1.382 1.379
H8 5.610 1.771 2.576
H9 5.308 1.971 0.957
H10 5.252 0.447 1.637
H11 3.431 2.716 2.276
H12 3.372 1.121 3.050
H13 2.760 0.078 0.817
H14 2.822 1.685 0.071
H15 1.091 2.394 1.490
H16 1.053 0.968 2.304